(1)
Molecular formula: CH4NOS
Method: DFT, ωB97M-V with the def2-TZVPD basis set

XYZ file:
```
8
Properties=species:S:1:pos:R:3
S -1.86247 -2.35319 0.03870
H -2.34200 -2.12587 -1.17289
C 0.85760 1.29392 -0.15332
N 0.51461 0.17322 0.51389
O 1.71916 2.06205 0.25524
H 0.26985 1.44404 -1.07028
H 1.01587 0.01345 1.37966
H -0.17262 -0.50762 0.20901
```

Summary:
- maximum force (hartree/bohr) = 0.024
- total charge = -1
- orbital gap (eV) = 7.0
- relative energy (zero: lowest compared OMol25 entry of this formula, charge and spin) (kcal/mol) = 0.24
- E_HOMO (eV) = -3.0
- E (a.u.) = -568.75035

How is the electron density shared among the atoms? According to Löwdin, the charges in e are: number 1, S, carries -0.264; number 2, H, carries -0.498; number 3, C, carries -0.446; number 4, N, carries 0.112; number 5, O, carries -0.061; number 6, H, carries 0.119; number 7, H, carries 0.099; number 8, H, carries -0.063

=====

(2)
Molecular formula: C23H42BBrFN4O6S
Method: DFT, ωB97M-V with the def2-TZVPD basis set

XYZ file:
```
79
Properties=species:S:1:pos:R:3
C -3.97064 -1.08109 2.25715
C -3.16701 -1.09815 1.38664
C -2.08440 -1.14826 0.36479
F -2.71733 -1.64832 -0.77378
N -1.02996 -2.06866 0.66856
N -1.49469 -3.38669 0.68212
C -1.14306 -4.17939 -0.53092
C -2.36560 -4.93884 -1.00659
C 0.01284 -1.71067 1.56129
C 1.22571 -2.59079 1.23414
Br -0.38167 -2.20686 3.46466
C 0.48400 -0.23562 1.36431
C 1.50190 0.23688 2.39934
C 2.81406 0.85851 1.88487
C 3.63186 0.04587 0.86389
C 3.67103 0.71482 -0.52032
C 4.86691 0.25738 -1.35550
O 5.54583 1.43554 -1.84686
C 5.79357 1.39951 -3.19670
C 6.82719 0.41042 -3.66025
O 5.20611 2.12685 -3.93454
N -0.61720 0.76994 1.03087
S 0.19803 2.27020 0.38534
B -1.43931 1.32472 2.28111
O -1.49512 0.53373 3.36143
N -2.00681 2.66671 2.26364
C -3.44198 2.55997 2.60144
C -1.37555 3.48405 3.32599
C -1.56486 0.27900 -0.05180
C -0.85391 0.09524 -1.39722
C -1.72124 0.17044 -2.65690
O -1.40959 -1.00789 -3.43963
C -1.25982 -0.78345 -4.76237
O -1.91611 -0.02253 -5.39813
O -2.71707 1.03119 -0.04485
C -2.78573 2.26507 -0.77095
C -4.13270 2.35825 -1.48640
H -4.88512 -1.01589 2.80954
H -1.16726 -3.88942 1.49578
H -0.33214 -4.86474 -0.28196
H -0.81067 -3.47779 -1.29126
H -2.10191 -5.77738 -1.64721
H -2.91469 -5.33921 -0.15705
H -3.04099 -4.28498 -1.55205
H 2.03883 -2.44491 1.93543
H 0.95836 -3.64005 1.28574
H 1.56444 -2.37087 0.22247
H 1.04042 -0.32040 0.42955
H 1.08710 0.93369 3.13334
H 1.79989 -0.60708 3.01399
H 3.42728 1.00349 2.77391
H 2.67838 1.85916 1.48738
H 3.33242 -0.99444 0.77465
H 4.66485 0.03774 1.20840
H 2.74676 0.53747 -1.07013
H 3.81239 1.78431 -0.38724
H 5.58338 -0.30869 -0.76082
H 4.56964 -0.35231 -2.20794
H 7.17223 -0.18979 -2.82251
H 7.66806 0.92955 -4.10535
H 6.35855 -0.25320 -4.38150
H 0.77820 2.65829 1.52900
H -2.31698 0.04285 3.49680
H -3.93101 1.78142 2.02035
H -3.93486 3.50709 2.39221
H -3.60261 2.33374 3.66010
H -1.56244 3.07658 4.32171
H -0.29739 3.56334 3.19423
H -1.81216 4.47797 3.27177
H -0.01913 0.78070 -1.53978
H -0.38320 -0.88481 -1.42279
H -1.48476 1.04106 -3.25900
H -2.78069 0.13116 -2.43727
H -0.44686 -1.36564 -5.20483
H -1.98059 2.38940 -1.49331
H -2.71100 3.11753 -0.10144
H -4.51010 1.38355 -1.77690
H -4.86074 2.76948 -0.78717
H -4.08156 3.05498 -2.31668
```

Summary:
- SMILES = C#C[C@]1(F)N(NCC)[C@](C)(Br)[C@H](CCCCCOC(C)=O)[N@+](S)(B(O)N(C)C)[C@]1(CCOC=O)OCC
- maximum force (hartree/bohr) = 0.039
- total charge = +1
- orbital gap (eV) = 8.7
- E_HOMO (eV) = -11.9
- E (a.u.) = -4668.62924

How is the electron density shared among the atoms? According to Löwdin, the charges in e are: number 1, C, carries 0.169; number 2, C, carries 0.008; number 3, C, carries -0.336; number 4, F, carries 0.096; number 5, N, carries -0.102; number 6, N, carries -0.002; number 7, C, carries -0.228; number 8, C, carries -0.082; number 9, C, carries -0.677; number 10, C, carries -0.089; number 11, Br, carries 0.856; number 12, C, carries -0.249; number 13, C, carries -0.168; number 14, C, carries -0.186; number 15, C, carries -0.177; number 16, C, carries -0.157; number 17, C, carries -0.167; number 18, O, carries -0.040; number 19, C, carries -0.537; number 20, C, carries 0.021; number 21, O, carries 0.145; number 22, N, carries -0.171; number 23, S, carries 1.082; number 24, B, carries -0.703; number 25, O, carries 0.144; number 26, N, carries -0.134; number 27, C, carries -0.057; number 28, C, carries -0.055; number 29, C, carries -0.381; number 30, C, carries -0.073; number 31, C, carries -0.129; number 32, O, carries -0.031; number 33, C, carries -0.336; number 34, O, carries 0.114; number 35, O, carries -0.066; number 36, C, carries -0.237; number 37, C, carries -0.030; number 38, H, carries 0.075; number 39, H, carries 0.085; number 40, H, carries 0.106; number 41, H, carries 0.107; number 42, H, carries 0.075; number 43, H, carries 0.076; number 44, H, carries 0.069; number 45, H, carries 0.077; number 46, H, carries 0.075; number 47, H, carries 0.100; number 48, H, carries 0.119; number 49, H, carries 0.121; number 50, H, carries 0.092; number 51, H, carries 0.121; number 52, H, carries 0.067; number 53, H, carries 0.094; number 54, H, carries 0.116; number 55, H, carries 0.101; number 56, H, carries 0.120; number 57, H, carries 0.124; number 58, H, carries 0.130; number 59, H, carries 0.081; number 60, H, carries 0.096; number 61, H, carries 0.094; number 62, H, carries -0.071; number 63, H, carries 0.090; number 64, H, carries 0.078; number 65, H, carries 0.103; number 66, H, carries 0.098; number 67, H, carries 0.097; number 68, H, carries 0.075; number 69, H, carries 0.102; number 70, H, carries 0.086; number 71, H, carries 0.127; number 72, H, carries 0.131; number 73, H, carries 0.120; number 74, H, carries 0.149; number 75, H, carries 0.102; number 76, H, carries 0.107; number 77, H, carries 0.082; number 78, H, carries 0.079; number 79, H, carries 0.090

=====

(3)
Molecular formula: C50H53N11OS
Method: DFT, ωB97M-V with the def2-TZVPD basis set

XYZ file:
```
116
Properties=species:S:1:pos:R:3
C -0.91282 -4.58308 1.18922
C -0.96667 -3.77815 0.14868
C -0.93583 -2.27863 0.20211
S 0.86453 -1.82120 0.18646
C -1.51240 -1.74295 -1.02195
N -2.09547 -1.36960 -1.95620
C -1.51536 -1.66271 1.48163
C -1.39721 -0.20918 1.43518
N -1.55984 0.91583 1.17183
C -2.92271 -2.09463 1.89125
C -4.02710 -1.73890 0.90585
O -4.07918 -0.63983 0.40540
N -5.00201 -2.71436 0.71139
C -6.12914 -2.20295 -0.06665
C -4.45904 -3.97106 0.18127
H -1.12995 -4.29666 2.19904
H -0.66471 -5.61027 1.02363
H -1.02644 -4.20769 -0.83265
H 1.03543 -1.35571 -1.06287
H -0.84722 -1.98156 2.27362
H -2.95360 -3.13635 2.14800
H -3.16498 -1.55644 2.79956
H -6.78166 -1.62102 0.56092
H -5.84097 -1.65922 -0.95701
H -6.71649 -3.04613 -0.39875
H -5.25326 -4.60415 -0.17914
H -3.96321 -4.51970 0.96538
H -3.77631 -3.79299 -0.64595
C -11.11682 -0.69044 3.00061
C -9.91553 -0.06669 3.29495
C -8.94237 -0.02169 2.31025
N -9.09344 -0.54876 1.09428
C -10.25476 -1.14382 0.83153
C -11.29611 -1.24059 1.74374
H -11.90016 -0.74741 3.74412
H -9.73749 0.37146 4.26659
H -7.98675 0.45771 2.49485
H -10.34855 -1.56431 -0.16399
H -12.21871 -1.73584 1.47443
C -2.43505 4.03404 1.90427
C -2.02885 4.88893 0.89225
C -2.49920 6.19344 0.90096
N -3.32545 6.67698 1.82653
C -3.70908 5.84208 2.78980
C -3.29547 4.52133 2.87544
H -2.09015 3.00889 1.93195
H -1.36318 4.55274 0.11030
H -2.20347 6.89465 0.12780
H -4.38426 6.26124 3.52828
H -3.63986 3.89039 3.68347
C -9.13712 -5.25708 5.79479
C -8.76698 -4.48873 4.70421
C -9.26278 -3.19792 4.60519
N -10.08316 -2.64956 5.50453
C -10.42684 -3.40627 6.54535
C -9.98562 -4.70596 6.73876
H -8.76989 -6.26917 5.90705
H -8.10622 -4.87980 3.94282
H -8.99616 -2.56201 3.76833
H -11.09447 -2.93799 7.26043
H -10.29998 -5.26888 7.60662
C 3.71940 -6.44377 4.23801
C 3.04053 -7.17929 3.28121
C 1.67748 -6.97295 3.13883
N 0.97847 -6.10868 3.87225
C 1.64818 -5.41158 4.78830
C 3.01048 -5.53869 5.00981
H 4.78437 -6.57373 4.37988
H 3.55483 -7.89698 2.65751
H 1.10840 -7.52613 2.39949
H 1.05486 -4.71675 5.37252
H 3.50112 -4.94361 5.76728
C 2.96817 2.09254 -4.60973
C 4.12261 1.70233 -3.95202
C 4.07262 0.57946 -3.14148
N 2.96788 -0.14314 -2.95246
C 1.86874 0.24789 -3.59663
C 1.81435 1.34768 -4.43583
H 2.96710 2.96830 -5.24543
H 5.04008 2.26310 -4.05793
H 4.95356 0.24180 -2.60684
H 0.98327 -0.35568 -3.42119
H 0.89080 1.61762 -4.92910
C 9.51504 1.62920 -6.43102
C 10.19872 1.68246 -5.22729
C 9.49803 1.40445 -4.06337
N 8.20386 1.09137 -4.03447
C 7.56435 1.04689 -5.20131
C 8.16831 1.30403 -6.42211
H 10.02429 1.83900 -7.36351
H 11.24836 1.93487 -5.18762
H 9.99367 1.43260 -3.09947
H 6.51310 0.78832 -5.14529
H 7.59741 1.25106 -7.33903
C 13.10908 6.32333 -5.93066
C 12.95310 5.22660 -6.76171
C 12.86583 3.97115 -6.18209
N 12.92730 3.75387 -4.86928
C 13.08001 4.82008 -4.08688
C 13.17353 6.11878 -4.56295
H 13.17950 7.32161 -6.34273
H 12.89905 5.34045 -7.83547
H 12.73964 3.08583 -6.79702
H 13.12974 4.61502 -3.02340
H 13.29439 6.94639 -3.87813
C 1.49550 4.99410 0.54536
C 2.57109 5.75248 0.10989
C 3.32383 5.27800 -0.95419
N 3.07066 4.13261 -1.58380
C 2.03370 3.41792 -1.15208
C 1.21940 3.79874 -0.09737
H 0.88276 5.32816 1.37345
H 2.82334 6.69041 0.58524
H 4.17446 5.83876 -1.32633
H 1.85581 2.48766 -1.68239
H 0.39336 3.17238 0.21075
```

Summary:
- SMILES = C=C[C@@](S)(C#N)[C@@H](C#N)CC(=O)N(C)C.c1ccncc1.c1ccncc1.c1ccncc1.c1ccncc1.c1ccncc1.c1ccncc1.c1ccncc1.c1ccncc1
- maximum force (hartree/bohr) = 0.061
- orbital gap (eV) = 9.6
- E_HOMO (eV) = -9.2
- E (a.u.) = -3012.70648

Löwdin population analysis, charges in e, atoms 1 to 99: number 1, C, carries 0.024; number 2, C, carries -0.197; number 3, C, carries -0.691; number 4, S, carries 0.884; number 5, C, carries -0.255; number 6, N, carries 0.216; number 7, C, carries -0.314; number 8, C, carries -0.183; number 9, N, carries 0.223; number 10, C, carries -0.043; number 11, C, carries -0.461; number 12, O, carries 0.098; number 13, N, carries -0.132; number 14, C, carries -0.055; number 15, C, carries -0.049; number 16, H, carries 0.062; number 17, H, carries 0.062; number 18, H, carries 0.116; number 19, H, carries -0.130; number 20, H, carries 0.134; number 21, H, carries 0.090; number 22, H, carries 0.140; number 23, H, carries 0.061; number 24, H, carries 0.094; number 25, H, carries 0.078; number 26, H, carries 0.082; number 27, H, carries 0.072; number 28, H, carries 0.087; number 29, C, carries -0.096; number 30, C, carries -0.093; number 31, C, carries -0.159; number 32, N, carries 0.051; number 33, C, carries -0.156; number 34, C, carries -0.072; number 35, H, carries 0.105; number 36, H, carries 0.104; number 37, H, carries 0.106; number 38, H, carries 0.102; number 39, H, carries 0.100; number 40, C, carries -0.075; number 41, C, carries -0.079; number 42, C, carries -0.157; number 43, N, carries 0.046; number 44, C, carries -0.165; number 45, C, carries -0.073; number 46, H, carries 0.052; number 47, H, carries 0.081; number 48, H, carries 0.102; number 49, H, carries 0.099; number 50, H, carries 0.098; number 51, C, carries -0.083; number 52, C, carries -0.068; number 53, C, carries -0.143; number 54, N, carries 0.064; number 55, C, carries -0.154; number 56, C, carries -0.076; number 57, H, carries 0.105; number 58, H, carries 0.101; number 59, H, carries 0.090; number 60, H, carries 0.102; number 61, H, carries 0.100; number 62, C, carries -0.078; number 63, C, carries -0.071; number 64, C, carries -0.160; number 65, N, carries 0.050; number 66, C, carries -0.157; number 67, C, carries -0.072; number 68, H, carries 0.106; number 69, H, carries 0.102; number 70, H, carries 0.100; number 71, H, carries 0.101; number 72, H, carries 0.102; number 73, C, carries -0.080; number 74, C, carries -0.087; number 75, C, carries -0.151; number 76, N, carries 0.051; number 77, C, carries -0.176; number 78, C, carries -0.077; number 79, H, carries 0.107; number 80, H, carries 0.095; number 81, H, carries 0.106; number 82, H, carries 0.092; number 83, H, carries 0.104; number 84, C, carries -0.081; number 85, C, carries -0.072; number 86, C, carries -0.150; number 87, N, carries 0.056; number 88, C, carries -0.163; number 89, C, carries -0.072; number 90, H, carries 0.101; number 91, H, carries 0.069; number 92, H, carries 0.103; number 93, H, carries 0.083; number 94, H, carries 0.100; number 95, C, carries -0.080; number 96, C, carries -0.070; number 97, C, carries -0.163; number 98, N, carries 0.049; number 99, C, carries -0.148

=====

(4)
Molecular formula: C12H10CuN3O4
Method: DFT, ωB97M-V with the def2-TZVPD basis set

XYZ file:
```
30
Properties=species:S:1:pos:R:3
Cu -0.32136 0.03608 0.41740
N -3.17434 -0.77393 0.21260
C -3.04157 0.52996 -0.14832
C -4.16313 1.28752 -0.52623
C -3.99398 2.58689 -0.92410
C -2.71238 3.14121 -0.95332
C -1.66598 2.34919 -0.56836
N -1.80831 1.06733 -0.16614
H -4.08927 -1.13778 0.40427
H -2.39288 -1.24950 0.63345
H -5.14232 0.82834 -0.49950
H -4.85179 3.17776 -1.21826
H -2.53948 4.16016 -1.26516
H -0.65306 2.72821 -0.57013
O 0.68228 -2.93009 2.39268
C 0.71389 -2.40181 1.29875
O 0.89451 -1.13008 1.09005
C 0.47868 -3.27968 0.07418
C 0.35101 -4.65047 0.27595
C 0.12243 -5.50432 -0.78822
C 0.01411 -4.96609 -2.05775
C 0.14177 -3.60978 -2.29240
C 0.38215 -2.77101 -1.21655
N -0.24349 -5.86896 -3.19775
O -0.37982 -5.37123 -4.29865
O -0.29603 -7.06207 -2.97194
H 0.43103 -5.02475 1.28667
H 0.02380 -6.57100 -0.64950
H 0.05979 -3.23544 -3.30237
H 0.51278 -1.71266 -1.38843
```

Summary:
- maximum force (hartree/bohr) = 0.009
- orbital gap (eV) = 9.0
- E_HOMO (eV) = -9.4
- E (a.u.) = -2568.95619

How is the electron density shared among the atoms? According to Löwdin, the charges in e are: number 1, Cu, carries 0.538; number 2, N, carries 0.157; number 3, C, carries -0.358; number 4, C, carries -0.011; number 5, C, carries -0.055; number 6, C, carries -0.067; number 7, C, carries -0.116; number 8, N, carries -0.012; number 9, H, carries 0.109; number 10, H, carries 0.083; number 11, H, carries 0.116; number 12, H, carries 0.115; number 13, H, carries 0.107; number 14, H, carries 0.115; number 15, O, carries 0.063; number 16, C, carries -0.603; number 17, O, carries -0.163; number 18, C, carries -0.121; number 19, C, carries 0.003; number 20, C, carries 0.012; number 21, C, carries -0.146; number 22, C, carries 0.006; number 23, C, carries -0.019; number 24, N, carries -0.352; number 25, O, carries 0.072; number 26, O, carries 0.075; number 27, H, carries 0.121; number 28, H, carries 0.119; number 29, H, carries 0.118; number 30, H, carries 0.093